(1)
This record from the OMol25 dataset describes a structure of composition C30H27BCl5F9IrNO4S3Si. The level of theory is ωB97M-V/def2-TZVPD.

Results
HOMO ... -2.17 eV
Total charge ... -2
Maximum force ... 0.92 eV Å⁻¹

Atoms and positions in Å:
H (7.73464, -1.52811, 0.06001)
C (-1.79941, -3.57897, -1.24583)
S (1.36732, -0.25218, -4.86950)
O (0.42207, -2.17217, 0.86428)
C (1.81378, 2.03186, -3.06596)
C (-4.93729, 4.27706, -0.85473)
C (-2.83711, 5.99170, -2.27977)
H (2.71036, 1.43562, -2.88569)
H (-5.64083, 5.11078, -0.75273)
H (6.25255, -0.78967, -0.55169)
C (-3.18012, 6.12053, 0.73725)
F (-4.73011, -0.57077, 2.61216)
H (6.30469, -4.67950, 1.31969)
H (6.57285, -3.23155, 2.30111)
H (7.26289, -3.60385, -1.33255)
H (4.40138, -4.01460, 2.17392)
H (-3.35734, 5.56254, 1.65950)
F (-1.80920, 2.27060, 2.97509)
C (6.19620, -3.47634, -1.12371)
H (5.75892, -2.87846, -1.92390)
H (-3.97107, 6.86839, 0.63463)
C (3.83757, -3.36663, 1.51695)
C (1.74400, -2.44277, 0.89379)
H (1.75129, 2.85581, -2.35539)
H (-5.11479, 3.76012, -1.79501)
H (-2.81925, 5.37020, -3.17707)
H (-5.12312, 3.55705, -0.05571)
C (0.47321, 0.12236, -3.51024)
C (-3.81853, -2.46595, -0.77445)
H (-3.59972, 6.76464, -2.41289)
H (6.50814, -0.92017, 1.18823)
F (-3.77000, 1.95506, 2.14207)
C (0.37533, 3.26517, 0.47029)
C (-3.83967, -4.85609, -1.05758)
C (2.38547, -1.72773, -0.11541)
H (5.71748, -4.45704, -1.14458)
C (2.45587, -3.27139, 1.72606)
S (-3.10834, 1.63063, -1.81950)
C (-1.80386, 3.71745, -0.49745)
F (-1.09313, 0.03171, 4.50314)
C (5.98951, -2.80852, 0.24365)
H (1.96374, -3.82829, 2.51243)
O (-2.28151, 0.09866, 1.13431)
C (6.65909, -1.42726, 0.23317)
H (-2.23345, 6.65364, 0.84717)
H (-1.86467, 6.48263, -2.19249)
C (-4.51675, -3.67088, -0.80747)
C (-3.49967, -1.03411, 2.87561)
C (-1.08112, -0.37221, 3.20607)
C (4.48976, -2.66363, 0.50856)
Cl (-4.68318, -6.36608, -1.08756)
F (-3.38724, 1.42635, 4.19692)
F (-0.87815, -1.69168, 3.23188)
Cl (-6.22473, -3.72394, -0.53395)
N (-0.85338, 1.51274, -0.55273)
F (-0.01523, 0.19961, 2.63750)
Cl (-0.10269, -3.65912, -1.62518)
Cl (-1.63942, -6.27890, -1.64777)
H (4.18783, -1.27270, -1.14709)
Cl (-4.76088, -1.03882, -0.52214)
O (1.47332, -0.98725, -0.78567)
S (-0.91842, -0.76560, -3.04570)
C (6.69132, -3.65904, 1.30351)
B (0.18577, -1.29454, -0.23514)
Si (-3.19405, 4.94813, -0.74824)
F (-3.35719, -2.18636, 2.21784)
H (7.75993, -3.71060, 1.08014)
O (0.65044, 1.25969, -2.83532)
H (0.94986, 1.19147, 0.35704)
C (0.20705, 1.94216, 0.12057)
H (1.84084, 2.40357, -4.09094)
C (-0.66378, 4.14259, 0.16681)
F (-3.47536, -1.32506, 4.20026)
H (-0.58151, 5.17681, 0.48657)
H (1.26056, 3.58344, 1.00296)
C (-2.42279, -2.35132, -0.94222)
C (-2.47385, -4.80134, -1.29453)
C (-1.85644, 2.35895, -0.90274)
C (3.73795, -1.82668, -0.33271)
Ir (-1.51898, -0.47451, -0.80223)
C (-2.85374, 1.42309, 2.94999)
C (-2.40196, -0.00039, 2.44206)

(2)
This record from the OMol25 dataset describes a cluster of 17 separate species, C41H123N7O20 in total in a non-equilibrium geometry. The level of theory is ωB97M-V/def2-TZVPD.

Results
HOMO ... -8.84 eV
Maximum force ... 2.31 eV Å⁻¹

Atoms and positions in Å:
H (5.97480, -2.02605, 9.36387)
H (4.79845, -4.67900, 9.93953)
H (5.82807, 4.08084, 14.00086)
C (1.83071, 4.77526, 12.98900)
C (4.36610, 4.91114, 7.72304)
H (12.48343, 2.00377, 12.18294)
H (7.36753, 1.43109, 6.77653)
H (8.37478, 2.43982, 9.87160)
H (7.63814, 2.24506, 14.25337)
N (10.34499, 6.85131, 11.83418)
H (1.24807, 5.19099, 10.95393)
H (5.30292, 1.87852, 18.57114)
H (5.69632, 3.80575, 16.86852)
H (5.44193, 5.70748, 11.30226)
N (4.58688, 1.54181, 17.92963)
H (3.71467, 2.58188, 12.42657)
C (7.76508, 1.95193, 10.64499)
H (5.78821, 1.99325, 9.69438)
O (9.40959, 7.13126, 17.04617)
H (6.86422, 4.51242, 9.03931)
C (6.58207, 1.28490, 9.93137)
H (9.47005, 1.21619, 11.59843)
C (4.62245, 1.26748, 6.70115)
C (2.27347, 6.21139, 13.28428)
H (7.60016, 5.62478, 8.20107)
H (5.21005, 0.81009, 13.14755)
O (3.28052, 5.81827, 7.70937)
C (8.24777, 7.59185, 10.84748)
H (3.05327, 1.34372, 9.72480)
C (4.96693, 3.28435, 16.22898)
C (7.11746, -1.11078, 13.83916)
H (8.92088, 7.20047, 17.87095)
H (5.69525, 5.60607, 14.96275)
H (7.32873, 0.09936, 12.29652)
O (11.30839, -2.09134, 13.92938)
H (10.11797, 5.30274, 7.09406)
H (7.63491, 7.39042, 11.72539)
H (2.20013, 4.27721, 6.92533)
C (3.41939, 1.66235, 12.93930)
C (11.02961, -1.29681, 12.77711)
O (3.38490, 1.90555, 6.94649)
H (11.95671, 4.02818, 12.62327)
H (1.16985, 3.34484, 6.18866)
H (10.70439, -1.93275, 11.95395)
H (8.87936, 6.28646, 6.36717)
H (5.28901, 1.65789, 7.46623)
H (1.72474, 10.63977, 9.08367)
O (8.21413, 1.38113, 16.03882)
C (8.49742, 2.23899, 14.93174)
C (3.99923, 2.67779, 17.20740)
C (5.64925, 5.74758, 7.90704)
O (1.17037, 10.09960, 9.65324)
C (5.14269, 4.80563, 14.45457)
H (5.02326, 1.52420, 5.71266)
H (2.83067, 4.43606, 10.99926)
H (7.40636, -2.05623, 13.36664)
H (-0.37632, 2.58715, 7.89302)
H (8.07224, 3.51745, 12.23816)
H (8.85154, 2.36568, 7.02234)
H (10.04367, -0.69918, 7.38926)
O (4.54294, 1.22613, 13.71918)
C (5.67287, -2.75320, 10.12827)
H (3.37443, 7.58532, 8.07590)
C (5.88346, 4.84685, 11.79927)
O (4.26698, 4.11117, 15.31051)
H (5.52207, 2.53188, 15.66206)
C (7.29634, 2.99886, 11.66631)
H (2.84247, 9.86654, 10.86124)
C (1.06992, 2.25636, 6.28949)
C (0.51095, 1.97948, 7.66843)
C (10.11296, 6.57618, 9.43359)
H (4.24958, 4.21429, 8.56126)
H (3.05059, 7.35742, 10.42086)
H (4.12927, 0.15017, 9.10683)
H (5.31153, 7.39682, 13.50033)
H (8.02442, -0.71187, 14.30082)
H (-0.73609, 2.38966, 5.19335)
C (9.64773, 6.01351, 15.03213)
H (3.33185, -1.11485, 10.74061)
O (9.12277, 6.46411, 8.42385)
H (9.85593, 5.03770, 14.59341)
O (2.60228, -0.54762, 10.40990)
O (6.58827, -0.25730, 12.84364)
O (3.32693, 8.39766, 8.61638)
C (9.66733, 6.29874, 7.11802)
H (3.13096, 0.88379, 12.23351)
H (4.46249, -2.86318, 11.71878)
O (6.59067, 3.96869, 10.92234)
H (2.54802, 4.07154, 13.42785)
H (8.81854, 0.20521, 10.51488)
N (8.58035, 0.88705, 11.23442)
H (10.36913, 7.07442, 6.80749)
O (7.37039, 3.26356, 5.80514)
H (10.25413, 3.57803, 12.77952)
H (8.77872, 3.23898, 15.25640)
O (9.20465, -1.28242, 9.21047)
H (10.40139, 6.76637, 14.81184)
H (3.85352, 7.92840, 14.31987)
H (8.94853, 5.59259, 11.01649)
H (6.13675, 6.35580, 5.94894)
H (10.98121, -1.58556, 14.67697)
C (2.54163, 8.06481, 9.75487)
H (8.45634, 1.54370, 5.50029)
C (6.97209, -3.34903, 10.69752)
H (0.11045, 3.71363, 13.25666)
H (1.42641, 3.48110, 11.31232)
C (9.36933, 6.57038, 10.76542)
C (5.87298, 6.85282, 6.88673)
C (9.48639, 5.78576, 16.54916)
H (7.43913, -3.94867, 9.91219)
H (4.10211, 8.37975, 12.64919)
H (3.78799, -3.37739, 9.20477)
H (11.84702, -0.64033, 12.47136)
H (10.72732, 7.78037, 11.70239)
H (2.62447, 1.88996, 13.64588)
H (5.02553, 7.52560, 6.77424)
H (5.08547, 0.95013, 17.26858)
H (1.24733, 5.74317, 7.18960)
H (10.19519, -0.63491, 13.03065)
H (6.12459, 0.45157, 10.46704)
N (0.09385, 1.82296, 5.29112)
C (4.80559, -3.74353, 9.35843)
C (1.86143, 4.46838, 11.50131)
O (8.39913, 6.41120, 14.48364)
C (2.00108, 9.28630, 10.46124)
H (7.37210, 0.95194, 15.82507)
C (4.24205, 7.56158, 13.36393)
H (9.29684, 1.78010, 14.33499)
O (5.41849, -4.09778, 8.12896)
H (5.39658, 6.25304, 8.85398)
H (1.74599, 4.70715, 8.56301)
N (6.84872, 4.92474, 8.10766)
H (0.14634, 0.96766, 7.83801)
H (6.57015, -2.10482, 15.64017)
H (1.69514, 7.50176, 9.33669)
C (10.05202, -0.43510, 8.44819)
H (5.20600, -1.93370, 14.61358)
H (6.96380, 3.78855, 6.52748)
H (10.80218, 5.73706, 9.29851)
H (4.52867, 0.17660, 6.69508)
H (11.08943, -0.49828, 8.78150)
H (4.46014, 4.30671, 6.81168)
H (10.40137, 5.33930, 16.94936)
O (3.62047, 6.38147, 12.92680)
N (0.45083, 4.65356, 13.44508)
H (8.53528, -1.66640, 8.63827)
O (5.81200, -0.21488, 15.65957)
H (2.81316, 3.31708, 18.95892)
H (4.57833, 5.31038, 13.66757)
H (1.66878, 6.83066, 12.60814)
H (1.97895, 6.46426, 14.30790)
H (2.71688, 1.90185, 4.99111)
H (9.83512, 6.81399, 12.70925)
H (5.35135, 0.28449, 14.95160)
H (6.67786, 2.41056, 12.35839)
H (9.72731, 0.60049, 8.59944)
C (11.15778, 3.42899, 12.18538)
H (6.66547, 7.53226, 7.20682)
H (0.52689, 1.82513, 4.37139)
N (4.83310, -2.10949, 11.14375)
C (2.40550, 1.57774, 5.99463)
H (2.45105, 0.13583, 8.51495)
H (2.99184, 4.52064, 17.71293)
H (3.13216, 2.22997, 16.71065)
H (6.96542, 0.88263, 8.98998)
H (6.74322, -4.07926, 11.47886)
H (5.16411, -5.18761, 6.43131)
H (7.61758, 7.58351, 9.95070)
H (5.13616, 4.31670, 12.38774)
H (4.56640, -5.97329, 7.84076)
C (3.51673, 3.71482, 18.23338)
H (1.18497, 2.39388, 8.42380)
H (4.40971, 4.19375, 18.64363)
C (8.05103, 2.15597, 6.30885)
H (7.62113, -2.55213, 11.04952)
C (3.08168, 0.30390, 9.38443)
H (8.02817, 7.19043, 14.90734)
H (10.69101, 7.50579, 9.36991)
O (11.52690, 2.05826, 12.14973)
C (6.11959, -1.41646, 14.92159)
C (4.63461, -4.99153, 7.36301)
C (2.04629, 5.12592, 7.59698)
H (2.26937, 0.49031, 5.93374)
H (5.45227, -1.54199, 11.72161)
H (1.43732, 9.02781, 11.35742)
H (8.58028, 8.63339, 10.88071)
H (6.62226, 5.28827, 12.48096)
H (8.60534, 5.20279, 16.81325)
H (3.66872, -4.53193, 7.15000)
H (0.41606, 4.67302, 14.46279)
H (10.92079, 3.86554, 11.21013)

Q: Number 2 is which compound?
A: C41H123N7O20

Q: Which of these has the lowest HOMO?
A: C41H123N7O20